An isolated ion of composition C9H12N4P and charge +1 in a non-equilibrium geometry. Source: OMol25; level of theory: ωB97M-V/def2-TZVPD.

Geometry as XYZ:
```
26
Properties=species:S:1:pos:R:3:forces:R:3
C -0.982205 -2.669978 -0.432503 -0.4618 -2.0274 -1.0441
C -0.597190 -2.844483 -1.733973 -0.4818 -1.0514 1.1423
C 0.181662 -0.850201 -1.031242 -1.1887 -1.0862 -0.8702
C -1.026427 1.124210 2.519702 2.5384 2.2962 -1.7667
C -0.423891 2.363108 2.425083 -0.8608 0.2121 1.0510
C 0.343502 1.150681 0.743944 0.0673 -0.6494 -2.1104
C -0.673277 -0.981561 1.282864 -1.3911 -1.9491 -0.0048
C 0.712103 -1.562986 -3.396304 2.1509 2.3508 0.6904
C 1.218500 3.516651 0.918679 0.1448 -1.3137 -1.3471
N -0.583920 -1.437028 -0.079025 0.8491 1.8930 0.0717
N 0.113066 -1.691953 -2.127260 -0.6816 -0.7713 3.5641
N -0.523813 0.395341 1.455318 1.3898 1.8056 -0.1805
N 0.417876 2.364251 1.301568 -0.9257 -1.2559 1.8672
P 0.957119 0.703605 -0.942129 0.9043 1.2562 0.6282
H -1.413576 -3.395347 0.299662 0.2417 0.9367 -1.0072
H -0.797782 -3.822183 -2.244747 0.6508 1.6081 -0.1560
H -1.517682 0.628004 3.264701 -1.5494 -0.6993 1.7616
H -0.569854 3.282748 3.081650 0.3870 -1.5839 -1.1190
H -1.728264 -1.135359 1.573975 0.6377 -0.7507 0.3483
H 0.059053 -1.638611 1.772674 -0.2169 0.6115 0.9590
H 1.634687 -2.092609 -3.507736 0.5249 -0.7524 0.2278
H -0.024329 -1.977665 -3.962661 -1.5227 -0.4921 -2.8705
H 1.020061 -0.500542 -3.562183 -0.9365 -0.7501 -0.3037
H 0.524416 4.306794 1.267523 1.4471 0.4566 -0.9056
H 2.264151 3.451256 1.285585 -0.9293 0.3921 0.6967
H 1.416016 3.313856 -0.173167 -0.7875 1.3140 0.6775
```
Positions in Å, forces in eV/Å.

Values from the calculation:
Molar mass   207.20 g mol⁻¹
LUMO level   -2.663 eV
Structure (SMILES)   CN1C=CN2Cn3cc[n+](C)c3P=C12
Net charge   +1
Energy relative to the best compared isomer or geometry (same formula, charge and spin)   5.8 kcal/mol
Orbital gap   0.2894 Ha

What are the Mulliken partial charges on each atom? They are as follows, in elementary charge units: number 1, C, carries -0.317; number 2, C, carries -0.443; number 3, C, carries 0.256; number 4, C, carries -0.575; number 5, C, carries -0.238; number 6, C, carries 0.172; number 7, C, carries -0.750; number 8, C, carries -0.818; number 9, C, carries -0.702; number 10, N, carries 0.094; number 11, N, carries 0.124; number 12, N, carries 0.123; number 13, N, carries 0.149; number 14, P, carries -0.341; number 15, H, carries 0.393; number 16, H, carries 0.379; number 17, H, carries 0.480; number 18, H, carries 0.353; number 19, H, carries 0.437; number 20, H, carries 0.326; number 21, H, carries 0.320; number 22, H, carries 0.377; number 23, H, carries 0.319; number 24, H, carries 0.316; number 25, H, carries 0.285; number 26, H, carries 0.281